Formula: C34H83N4O13Si
Source: the OMol25 dataset
Level of theory: the ωB97M-V functional and the def2-TZVPD basis

Structure (XYZ):
```
135
Properties=species:S:1:pos:R:3:mulliken_charge:R:1
C -3.08150 3.56362 -6.38721 -1.09
Si -1.77279 2.34197 -5.90611 0.39
C -0.66446 1.88949 -7.34164 -1.05
C -2.57585 0.79604 -5.21290 -0.78
O -0.87662 3.06985 -4.67890 -0.44
C 0.34489 2.49222 -4.27487 -0.58
C 0.37350 2.35985 -2.76124 -0.71
N -0.29452 1.09638 -2.27888 0.88
C -1.60691 1.25316 -1.53780 -0.39
C -1.61860 0.48830 -0.22626 -1.28
C -1.49765 -1.06490 -0.26887 -0.56
C -1.54922 -1.76183 -1.63297 -0.75
N -0.17202 -2.02537 -2.13156 -0.23
C -0.06155 -2.08515 -3.56675 0.31
N -0.89037 -2.57750 -4.37962 -0.69
N 1.10276 -1.45391 -4.07056 -0.41
H -3.81958 3.66829 -5.58980 0.29
H -3.60468 3.20851 -7.27734 0.34
H -2.65812 4.54370 -6.60759 0.33
H -1.19489 2.04777 -8.28084 0.38
H 0.24054 2.50098 -7.36420 0.33
H -0.35239 0.84471 -7.28366 0.33
H -1.84800 0.01741 -4.96424 0.07
H -3.15330 1.05165 -4.32014 0.22
H -3.25921 0.38021 -5.95476 0.52
H 1.18005 3.14032 -4.55222 0.45
H 0.50537 1.50780 -4.73802 0.44
H 1.40724 2.35741 -2.41270 0.19
H -0.12120 3.22685 -2.33031 0.22
H -0.46988 0.50404 -3.09288 -0.55
H 0.34135 0.57571 -1.67528 0.49
H -1.76317 2.31301 -1.35166 0.54
H -2.39052 0.94408 -2.22469 0.04
H -2.52457 0.78559 0.30057 0.51
H -0.80015 0.87783 0.38827 0.26
H -2.29480 -1.46860 0.35591 0.29
H -0.56736 -1.36479 0.21396 0.44
H -2.12206 -1.21260 -2.37988 0.27
H -2.08443 -2.70613 -1.49512 0.68
H 0.13024 -2.91008 -1.73647 0.29
H -1.65922 -3.03876 -3.89698 0.27
H 1.74045 -2.12622 -4.48508 0.31
H 1.61194 -1.02288 -3.30721 0.24
C -1.08149 -5.76170 -0.16152 -0.32
O -2.20487 -5.95302 0.65224 -0.25
C -2.14521 -5.14516 1.81723 -0.06
C -3.47771 -5.11826 2.52744 -0.51
O -4.40838 -4.21903 1.94121 -0.48
C -5.10946 -4.70224 0.80366 -0.24
C -6.25162 -5.63367 1.14317 -0.76
O -5.76025 -6.93389 1.39962 -0.24
C -6.73881 -7.76641 1.98429 -0.79
H -0.14632 -5.99081 0.36313 0.34
H -1.16742 -6.41349 -1.02892 0.29
H -1.03629 -4.71768 -0.51453 -0.21
H -1.86498 -4.11804 1.54028 0.03
H -1.37798 -5.54295 2.49403 0.30
H -3.30432 -4.74331 3.53780 0.38
H -3.89168 -6.12593 2.59968 0.29
H -4.43063 -5.18700 0.09719 0.22
H -5.53211 -3.81474 0.32762 0.36
H -6.95444 -5.66439 0.29842 0.45
H -6.78389 -5.24667 2.02150 0.33
H -7.05335 -7.38081 2.96048 0.33
H -6.29472 -8.75037 2.11652 0.23
H -7.62004 -7.85768 1.33957 0.32
C 7.36007 5.57978 -1.69024 -0.75
O 6.65378 4.55625 -2.36088 -0.28
C 5.66234 3.97487 -1.54345 -0.57
C 4.77684 3.06570 -2.36747 -0.73
O 3.77790 3.76030 -3.10984 0.01
C 4.22669 4.40802 -4.29753 -0.89
C 4.41056 3.47273 -5.47132 -0.41
O 5.63709 2.78394 -5.36808 -0.29
C 5.73685 1.72764 -6.29662 -0.75
H 7.85153 5.19665 -0.78919 0.32
H 8.11742 5.95511 -2.37409 0.24
H 6.69150 6.40028 -1.40725 0.30
H 5.05000 4.75689 -1.07456 0.24
H 6.13654 3.38419 -0.74615 0.46
H 4.22769 2.41980 -1.67649 0.47
H 5.38305 2.43586 -3.02149 0.37
H 5.14330 4.96875 -4.10975 0.49
H 3.43687 5.11749 -4.55566 0.45
H 4.38968 4.05943 -6.40043 0.51
H 3.57728 2.75376 -5.50129 0.15
H 4.96663 0.96757 -6.11487 0.29
H 6.71802 1.27533 -6.17403 0.24
H 5.63825 2.09014 -7.32580 0.32
C -0.44997 -7.62807 4.38601 -0.84
O -1.01959 -7.17988 5.59155 -0.23
C -2.05692 -8.03715 6.03657 -0.51
C -2.48054 -7.67647 7.44262 -0.51
O -1.61860 -8.19016 8.44338 -0.44
C -0.42722 -7.45684 8.68305 -0.35
C -0.63133 -6.23820 9.55444 -0.62
O -1.14162 -5.15840 8.79232 -0.22
C -1.60438 -4.10969 9.61163 -0.77
H -1.20812 -7.69034 3.59413 0.31
H 0.31279 -6.90647 4.09612 0.23
H 0.01997 -8.61131 4.50125 0.36
H -1.71623 -9.08006 6.01758 0.34
H -2.92203 -7.94267 5.36364 0.40
H -3.44877 -8.14640 7.62606 0.39
H -2.59856 -6.59441 7.53737 0.26
H 0.06045 -7.17598 7.74669 0.19
H 0.22915 -8.14345 9.22059 0.38
H 0.33108 -5.94880 9.99958 0.44
H -1.32640 -6.48856 10.36585 0.35
H -2.43854 -4.43751 10.24241 0.32
H -1.94708 -3.30901 8.95914 0.22
H -0.80594 -3.72484 10.25695 0.31
C 3.74379 9.56530 3.43710 -0.77
O 2.96618 8.57697 2.79789 -0.21
C 1.68757 8.44600 3.38905 -0.64
C 0.80042 7.57007 2.53364 -0.33
O 0.22803 8.24839 1.42502 -0.45
C 1.07050 8.43429 0.30021 -0.56
C 1.17538 7.21282 -0.58481 -0.49
O 2.09714 6.27964 -0.04672 -0.31
C 2.01457 5.03175 -0.68202 -0.90
H 3.88630 9.33391 4.49887 0.31
H 4.71472 9.58716 2.94707 0.23
H 3.27736 10.55299 3.35112 0.31
H 1.21942 9.43198 3.50344 0.35
H 1.78756 7.99286 4.38567 0.45
H -0.04701 7.25389 3.14475 0.39
H 1.34858 6.68059 2.21357 0.17
H 2.06512 8.77139 0.60004 0.27
H 0.60054 9.22628 -0.28583 0.40
H 1.50932 7.51873 -1.58629 0.44
H 0.18341 6.74924 -0.67551 0.29
H 1.02637 4.57762 -0.50317 0.34
H 2.77474 4.38990 -0.23767 0.35
H 2.19582 5.09168 -1.75948 0.34
```

For the lowest unoccupied orbital energy, the calculation gives -2.42 eV. The calculation puts the HOMO-LUMO gap at 8.129 eV. The energy comes out at -2831.50061 a.u. The total charge is +1.



Formula: C34H84BFN2O29P8
Source: the OMol25 dataset
Level of theory: the ωB97M-V functional and the def2-TZVPD basis

Structure (XYZ):
```
159
Properties=species:S:1:pos:R:3:mulliken_charge:R:1
C 2.71615 7.89816 -2.14395 -0.38
C 1.99212 6.69257 -2.04014 -0.41
C 0.96784 5.40264 -2.23382 -0.05
C 0.29303 5.32437 -3.74359 -0.67
C -1.03331 4.36976 -3.62259 -0.85
C -2.09966 4.49353 -4.88424 1.16
C -3.21129 5.69084 -4.75875 -0.45
C -2.89914 6.82832 -3.60737 -1.03
C -3.58686 6.46295 -2.12691 0.46
C -2.88517 7.47267 -1.02645 -0.70
C -1.83920 6.68149 -0.04130 0.23
C -2.00029 7.04201 1.56048 -1.24
C -3.07841 3.14159 -4.76666 -1.21
N -4.21884 2.96895 -5.73363 -0.28
B -3.59365 2.63081 -3.30455 0.81
C -4.98837 3.12007 -2.53037 -0.81
O -2.78672 1.61055 -2.54598 -0.63
N -2.12491 2.02625 -5.24824 -0.18
C -1.81094 2.48128 -6.67935 0.10
O -1.78563 1.80198 -7.82740 -0.59
C -1.49115 4.09664 -6.37880 0.72
F -0.03473 4.12748 -6.61616 -0.39
P -2.18150 4.90640 -7.95363 -0.17
P -0.48321 4.92269 -9.37567 0.96
O 0.63989 5.97767 -8.92120 -0.65
O 0.29930 3.34939 -9.49805 -0.48
O -0.94708 5.37452 -10.99338 -0.54
H 3.47605 8.78006 -2.37380 0.33
H 0.18590 5.29016 -1.36243 0.16
H 1.66874 4.43921 -2.15716 0.27
H 0.11789 6.36626 -4.24543 0.42
H 1.10778 4.77167 -4.41891 0.30
H -0.62458 3.25866 -3.46977 0.53
H -1.52199 4.64753 -2.56942 -0.07
H -3.36868 6.31713 -5.76306 0.29
H -4.30752 5.29208 -4.49984 0.14
H -3.49274 7.80218 -3.96281 0.38
H -1.78153 7.15650 -3.52710 0.31
H -4.73878 6.77187 -2.15371 0.35
H -3.45191 5.33931 -1.82795 -0.53
H -2.29074 8.34198 -1.54579 0.30
H -3.71789 7.97856 -0.34415 0.34
H -0.73161 6.97844 -0.33282 -0.02
H -1.91334 5.49291 -0.11784 0.08
H -3.05429 6.65527 1.89582 0.32
H -1.15236 6.49535 2.19821 0.32
H -1.84790 8.20947 1.75291 0.29
H -4.32635 3.75227 -6.41021 0.28
H -5.11594 2.68865 -5.28138 0.27
H -5.37591 4.13100 -2.98397 0.21
H -4.71542 3.33853 -1.39978 0.20
H -5.82217 2.30731 -2.66640 0.39
H -3.46552 0.86901 -2.37477 0.25
H -2.72502 1.17364 -5.28931 0.40
H -2.47691 6.31502 -7.76585 0.07
H 0.11038 2.92186 -10.39349 0.31
H -0.20142 5.95922 -11.34693 0.34
C -1.52963 -2.77238 -1.56372 -0.85
O -2.26706 -1.94843 -0.67989 -0.08
P -2.74611 -2.78019 0.75941 0.76
O -4.00910 -1.92020 0.82540 -0.64
O -1.54719 -2.04875 1.63494 -0.20
C -0.90526 -0.86859 1.20169 -0.48
O -3.22518 -3.61182 2.19878 -0.18
C -4.03269 -4.74286 1.93943 -0.76
H -1.24574 -2.18393 -2.44012 0.22
H -0.62526 -3.13903 -1.07052 0.36
H -2.14639 -3.61618 -1.88385 0.34
H -1.60509 -0.14666 0.78611 0.32
H -0.15153 -1.13008 0.46230 0.19
H -0.38945 -0.40905 2.04881 0.18
H -3.46619 -5.46249 1.32541 0.36
H -4.93988 -4.45957 1.42537 0.38
H -4.28594 -5.22337 2.89264 0.11
C 2.72541 -2.27818 7.61615 -0.84
O 2.97611 -1.41709 6.52092 -0.26
P 1.55495 -0.58435 5.99201 0.84
O 2.09534 -0.58922 4.56126 -0.46
O 2.03528 0.80786 6.74699 -0.29
C 3.37432 1.03898 7.12923 -0.55
O 0.13387 0.24849 5.46303 -0.26
C -0.89862 -0.62675 5.05502 -0.80
H 3.66286 -2.75803 7.90917 0.24
H 2.33585 -1.70670 8.46304 0.36
H 2.00567 -3.04745 7.32444 0.34
H 4.08197 0.72453 6.36503 0.25
H 3.56915 0.51307 8.06124 0.22
H 3.51426 2.10643 7.31849 0.28
H -1.19586 -1.26198 5.90587 0.25
H -0.57539 -1.24754 4.23183 0.36
H -1.76667 -0.03101 4.74644 0.24
C -3.97977 -0.53907 7.90759 -0.86
O -4.05387 -1.91338 7.57650 -0.17
P -4.92215 -2.83464 8.75559 0.92
O -4.03780 -4.04415 8.44883 -0.60
O -6.26547 -2.88795 7.79039 -0.32
C -6.21062 -2.64081 6.40169 -0.59
O -5.79046 -3.75600 9.93459 -0.26
C -5.21366 -3.68600 11.22338 -0.71
H -3.43554 -0.01494 7.11762 0.18
H -4.98500 -0.11692 7.99042 0.40
H -3.44552 -0.41484 8.85311 0.35
H -5.35165 -3.11494 5.93157 0.32
H -6.18349 -1.56592 6.23718 0.22
H -7.12152 -3.02234 5.93313 0.28
H -5.21628 -2.63854 11.56782 0.31
H -4.20162 -4.06439 11.21424 0.32
H -5.82153 -4.28098 11.91629 0.23
C 4.21350 0.63445 -0.09388 -0.73
O 4.02227 -0.76794 -0.06925 -0.23
P 5.49058 -1.63327 0.22767 1.02
O 4.97268 -2.78871 -0.63014 -0.62
O 5.06766 -1.89899 1.80548 -0.36
C 3.73586 -1.79215 2.26095 -0.47
O 6.95882 -2.49872 0.52462 -0.34
C 7.95324 -2.24806 -0.44845 -0.75
H 3.24921 1.11876 -0.26860 0.21
H 4.61758 0.97629 0.86290 0.37
H 4.89899 0.89996 -0.90289 0.24
H 3.02545 -2.23770 1.56780 0.31
H 3.50112 -0.74145 2.41620 0.21
H 3.64562 -2.29552 3.22704 0.23
H 8.20580 -1.17475 -0.44386 0.31
H 7.61261 -2.53838 -1.43191 0.34
H 8.85414 -2.81796 -0.18919 0.32
C -1.73175 -11.71433 2.83418 -0.80
O -2.21744 -10.72612 1.94457 -0.30
P -2.02630 -9.12251 2.56487 0.90
O -3.29360 -8.69422 1.82350 -0.59
O -0.71409 -8.85455 1.59263 -0.27
C -0.44724 -9.63634 0.44802 -0.59
O -1.83519 -7.51883 3.18504 -0.17
C -2.50864 -7.31797 4.41170 -0.86
H -1.86725 -12.69783 2.37667 0.24
H -0.66804 -11.55435 3.03040 0.36
H -2.29248 -11.67556 3.77170 0.33
H -1.34611 -9.84460 -0.12846 0.30
H 0.02322 -10.56619 0.75982 0.22
H 0.26378 -9.10610 -0.19084 0.27
H -2.09980 -8.00686 5.16939 0.35
H -3.57025 -7.48595 4.30106 0.37
H -2.33318 -6.28841 4.74766 0.25
C 6.69827 -1.57896 -6.45868 -0.86
O 7.03960 -0.98086 -5.22189 -0.23
P 8.69202 -0.47191 -5.16398 0.85
O 8.71712 -0.75448 -3.66111 -0.51
O 8.26126 1.10689 -5.41049 -0.30
C 6.95046 1.57872 -5.18307 -0.49
O 10.34443 0.03711 -5.10595 -0.26
C 11.25609 -1.02562 -5.30097 -0.69
H 5.64244 -1.86106 -6.43441 0.23
H 6.86111 -0.87184 -7.27662 0.37
H 7.30443 -2.47492 -6.61584 0.34
H 6.51978 1.17658 -4.26848 0.21
H 6.33002 1.31724 -6.03739 0.23
H 6.96906 2.66932 -5.11164 0.27
H 11.09098 -1.46984 -6.29657 0.30
H 11.13513 -1.78243 -4.53932 0.30
H 12.27766 -0.62735 -5.26343 0.23
```

For the lowest unoccupied orbital energy, the calculation gives -2.85 eV. The calculation puts the HOMO-LUMO gap at 5.842 eV. The energy comes out at -6491.96225 a.u.



Question: HOMO-LUMO gap of number 1 (C34H83N4O13Si)?
Answer: 8.129 eV



Question: What is the lowest unoccupied orbital energy in the first record?
Answer: -2.42 eV



Question: Among the records above, which one has the lowest HOMO-LUMO gap?
Answer: C34H84BFN2O29P8